{"formula": "C16H32CeNPSi", "method": "ωB97M-V/def2-TZVPD", "symbols": ["C", "C", "C", "C", "C", "C", "C", "C", "N", "Ce", "C", "P", "H", "H", "H", "H", "H", "H", "H", "H", "C", "C", "H", "C", "C", "H", "H", "H", "H", "H", "H", "H", "H", "H", "H", "H", "H", "H", "H", "C", "Si", "C", "C", "H", "H", "H", "H", "H", "H", "H", "H", "H"], "xyz": [[3.30, 1.45, -1.57], [3.32, 0.75, -0.37], [2.13, 0.29, 0.19], [0.92, 0.48, -0.49], [0.89, 1.25, -1.65], [2.09, 1.70, -2.22], [2.09, -0.41, 1.52], [0.78, 0.04, 2.29], [0.74, 1.03, 3.27], [-0.81, -0.68, 0.79], [-0.45, 1.55, -2.26], [-1.73, 1.26, -0.93], [4.25, 0.57, 0.17], [2.04, 2.23, -3.16], [4.23, 1.81, -2.01], [-0.69, 0.88, -3.09], [-0.56, 2.59, -2.61], [2.07, -1.52, 1.39], [2.97, -0.20, 2.14], [0.27, 0.83, 1.50], [-3.23, 1.50, -1.88], [-1.55, 2.84, -0.03], [0.18, -0.84, 2.72], [1.20, 2.34, 2.85], [-0.07, 0.90, 4.45], [-2.50, -1.46, 0.60], [1.44, 2.89, 3.76], [2.09, 2.20, 2.21], [0.47, 2.94, 2.23], [0.35, 1.63, 5.16], [-1.16, 1.08, 4.36], [0.05, -0.13, 4.83], [-1.70, 3.64, -0.77], [-2.33, 2.90, 0.74], [-0.57, 2.96, 0.44], [-3.15, 2.44, -2.44], [-3.36, 0.65, -2.57], [-4.08, 1.53, -1.18], [-2.63, -0.72, 1.62], [-2.20, -3.23, -1.98], [-0.59, -2.74, -1.11], [-0.15, -4.23, -0.02], [0.65, -2.81, -2.52], [-3.04, -3.24, -1.28], [-2.06, -4.24, -2.40], [-2.43, -2.54, -2.81], [-0.19, -5.12, -0.68], [0.87, -4.15, 0.39], [-0.86, -4.37, 0.81], [0.64, -3.82, -2.94], [0.40, -2.09, -3.31], [1.67, -2.58, -2.16]], "gap_ha": [0.1922, 0.1923], "lumo_ev": [-9.53, -9.52], "multiplicity": 1, "charge": 2}


{"formula": "C16H32Cl2OP3Ru", "method": "ωB97M-V/def2-TZVPD", "symbols": ["C", "C", "H", "H", "H", "O", "Cl", "Ru", "P", "C", "C", "H", "H", "H", "H", "H", "H", "C", "H", "H", "H", "P", "C", "C", "H", "H", "H", "C", "H", "H", "H", "H", "H", "H", "Cl", "C", "P", "C", "C", "C", "C", "C", "C", "C", "H", "H", "H", "H", "H", "H", "H", "H", "H", "H", "H"], "xyz": [[-1.18, -2.71, -4.71], [-0.99, -2.19, -3.33], [-1.64, -3.69, -4.70], [-0.19, -2.82, -5.16], [-1.81, -2.04, -5.30], [-1.35, -2.64, -2.27], [-0.04, -0.58, -3.34], [0.34, -0.14, -1.03], [1.97, -1.65, -0.68], [1.94, -2.86, 0.69], [2.02, -2.83, -2.07], [2.85, -3.53, -1.92], [4.33, -1.61, -1.20], [2.13, -2.30, -3.02], [3.58, 0.00, -1.43], [0.94, -3.31, 0.72], [1.07, -3.38, -2.07], [3.64, -0.88, -0.77], [2.67, -3.66, 0.49], [4.02, -0.55, 0.21], [2.14, -2.43, 1.68], [-1.78, 0.44, -0.62], [-2.79, -0.10, 0.80], [-1.84, 2.25, -0.83], [-2.40, 0.22, -2.94], [-3.86, 0.37, -1.89], [-2.94, -1.16, -1.93], [-2.87, -0.08, -1.99], [-0.98, 2.55, -1.43], [-2.77, 2.50, -1.35], [-3.84, 0.17, 0.65], [-2.44, 0.34, 1.74], [-1.80, 2.77, 0.14], [-2.70, -1.19, 0.88], [1.52, 1.62, -2.10], [2.12, 2.25, 0.77], [0.92, 0.85, 0.90], [1.88, 0.00, 2.22], [-0.26, 1.61, 2.16], [-0.74, 0.82, 3.23], [-1.58, 1.38, 4.19], [-1.91, 2.74, 4.13], [-1.39, 3.53, 3.11], [-0.54, 2.98, 2.14], [3.13, 1.83, 0.89], [1.95, 3.01, 1.55], [2.08, 2.70, -0.22], [2.08, 0.70, 3.04], [1.29, -0.83, 2.61], [2.83, -0.36, 1.79], [-0.50, -0.24, 3.29], [-1.97, 0.75, 4.98], [-2.57, 3.17, 4.88], [-1.64, 4.59, 3.05], [-0.11, 3.61, 1.36]], "gap_ha": [0.2828, 0.1898], "lumo_ev": [-10.12, -13.98], "s_squared": 6.0322, "multiplicity": 5, "charge": 3}


{"formula": "C16H32CoNOPSi", "method": "ωB97M-V/def2-TZVPD", "symbols": ["C", "C", "C", "C", "C", "C", "C", "C", "N", "Co", "C", "P", "H", "H", "H", "H", "H", "H", "H", "H", "C", "C", "H", "C", "C", "H", "H", "H", "H", "H", "H", "H", "H", "H", "H", "H", "H", "H", "H", "C", "Si", "C", "C", "O", "H", "H", "H", "H", "H", "H", "H", "H", "H"], "xyz": [[3.79, -0.15, -3.03], [3.56, -1.32, -2.31], [2.58, -1.34, -1.29], [1.94, -0.16, -0.93], [2.15, 1.00, -1.67], [3.07, 1.01, -2.73], [2.29, -2.63, -0.59], [1.66, -2.38, 0.78], [2.61, -2.05, 1.81], [1.29, 0.08, 1.03], [1.41, 2.24, -1.27], [1.11, 2.14, 0.59], [4.13, -2.24, -2.51], [3.26, 1.94, -3.26], [4.54, -0.14, -3.82], [0.41, 2.33, -1.74], [1.97, 3.16, -1.49], [1.57, -3.22, -1.18], [3.20, -3.24, -0.51], [0.89, -1.54, 0.67], [-0.21, 3.35, 0.75], [2.66, 2.85, 1.30], [1.12, -3.28, 1.11], [3.73, -1.13, 1.65], [2.38, -2.54, 3.14], [-2.02, -0.38, 0.33], [4.44, -1.37, 2.47], [4.21, -1.19, 0.66], [3.36, -0.09, 1.84], [3.33, -2.62, 3.68], [1.75, -1.83, 3.69], [1.86, -3.51, 3.11], [2.75, 3.90, 0.98], [2.52, 2.76, 2.38], [3.52, 2.24, 0.99], [0.18, 4.35, 0.52], [-1.04, 3.09, 0.08], [-0.56, 3.31, 1.79], [1.34, 0.97, 2.28], [-4.79, 1.57, -0.03], [-4.01, -0.06, -0.51], [-4.43, -1.39, 0.73], [-4.46, -0.58, -2.26], [-2.36, 0.19, -0.39], [-5.88, 1.52, -0.12], [-4.42, 2.38, -0.68], [-4.53, 1.84, 1.01], [-5.52, -1.50, 0.68], [-3.98, -2.37, 0.52], [-4.17, -1.13, 1.77], [-4.11, 0.16, -3.00], [-4.02, -1.55, -2.54], [-5.56, -0.66, -2.37]], "gap_ha": [0.2186, 0.2903], "lumo_ev": [0.44, 0.16], "s_squared": 3.7670, "multiplicity": 4}


{"formula": "C16H32F9NO8Ti", "method": "ωB97M-V/def2-TZVPD", "symbols": ["Ti", "O", "H", "H", "H", "C", "O", "O", "C", "F", "F", "F", "C", "C", "H", "H", "H", "H", "H", "H", "C", "O", "O", "C", "F", "F", "F", "C", "C", "H", "H", "H", "H", "H", "H", "C", "O", "O", "C", "F", "F", "F", "C", "C", "H", "H", "H", "H", "H", "H", "C", "C", "C", "O", "C", "N", "H", "H", "H", "H", "H", "H", "H", "H", "H", "H", "H"], "xyz": [[-0.09, 0.58, 0.11], [3.12, 0.34, 0.06], [2.37, -0.17, 0.62], [2.61, 0.98, -0.59], [3.54, 0.91, 0.73], [-1.69, 2.77, 1.33], [-2.08, 2.47, -0.06], [-0.43, 2.57, 1.54], [-2.17, 4.14, 1.80], [-1.44, 5.17, 1.33], [-3.45, 4.43, 1.43], [-2.14, 4.20, 3.14], [-3.42, 2.07, -0.27], [-3.78, 2.45, -1.70], [-2.90, 2.55, -2.33], [-4.54, 1.80, -2.13], [-4.19, 3.47, -1.71], [-4.11, 2.58, 0.40], [-3.57, 1.00, -0.08], [-2.27, 2.02, 1.95], [1.68, 1.66, -2.46], [2.71, 0.66, -2.47], [1.50, 2.13, -1.24], [2.07, 2.77, -3.46], [1.15, 3.76, -3.45], [3.25, 3.35, -3.25], [2.03, 2.30, -4.74], [2.72, -0.31, -3.49], [3.88, -1.27, -3.23], [4.78, -0.80, -2.84], [3.62, -2.03, -2.48], [4.07, -1.83, -4.14], [2.88, 0.13, -4.47], [1.79, -0.89, -3.45], [0.73, 1.28, -2.91], [1.77, -1.79, 2.25], [1.53, -1.51, 3.64], [1.42, -0.73, 1.56], [3.27, -2.15, 2.12], [3.54, -3.37, 2.60], [3.67, -2.16, 0.83], [4.06, -1.26, 2.74], [1.50, -2.59, 4.53], [0.80, -2.17, 5.81], [-0.28, -2.07, 5.67], [0.94, -2.96, 6.55], [1.20, -1.25, 6.24], [2.53, -2.87, 4.81], [1.06, -3.53, 4.18], [1.23, -2.71, 1.92], [-2.71, -1.82, -2.79], [-2.19, -0.96, -1.65], [-2.65, -1.46, -0.30], [-2.02, -0.71, 0.72], [-1.97, -1.45, 1.95], [-0.68, -0.86, -1.69], [-2.36, -2.86, -2.73], [-2.44, -1.44, -3.77], [-3.80, -1.88, -2.73], [-2.56, 0.06, -1.76], [-2.48, -2.55, -0.19], [-3.74, -1.37, -0.22], [-1.26, -2.27, 1.94], [-3.00, -1.73, 2.20], [-1.71, -0.72, 2.72], [-0.41, -1.78, -2.05], [-0.50, -0.34, -2.56]], "gap_ha": [0.1169, 0.2547], "lumo_ev": [2.28, 2.22], "s_squared": 3.7518, "multiplicity": 4, "charge": -1}


no.,electronic energy (eV)
1,-48671.6945
2,-74623.0836
3,-75439.6751
4,-82552.6710